Entry i
{
  "formula": "C2H2F2O",
  "method": "ωB97M-V with the def2-TZVPD basis set",
  "elements": ["O", "C", "C", "F", "F", "H", "H"],
  "coordinates": [[1.899, -0.258, -0.253], [0.861, -0.389, 0.351], [-0.525, -0.005, -0.237], [-1.540, -0.787, 0.019], [-0.384, 1.339, 0.102], [0.704, -0.528, 1.567], [-0.601, -0.019, -1.313]],
  "smiles": "O=CC(F)F",
  "homo_lumo_gap_ha": 0.4058,
  "multiplicity": 1
}

***

Entry ii
{
  "formula": "C2H2F2O",
  "method": "ωB97M-V with the def2-TZVPD basis set",
  "elements": ["C", "C", "O", "F", "F", "H", "H"],
  "coordinates": [[0.864, -0.019, -0.016], [-0.542, 0.270, -0.008], [0.058, 0.406, 1.133], [-1.337, 1.089, -0.607], [-1.801, -1.450, -0.148], [1.212, -1.041, 0.027], [1.547, 0.744, -0.381]],
  "homo_lumo_gap_ha": [0.3860, 0.3860],
  "multiplicity": 1
}

***

Least stable of them? entry ii.

***

Entry i
{
  "formula": "C11H15N4",
  "method": "ωB97M-V with the def2-TZVPD basis set",
  "elements": ["H", "N", "C", "N", "C", "N", "C", "C", "C", "N", "C", "C", "C", "C", "C", "C", "H", "H", "H", "H", "H", "H", "H", "H", "H", "H", "H", "H", "H", "H"],
  "coordinates": [[-3.449, 0.475, 1.252], [-2.460, 0.597, 1.129], [-1.701, -0.343, 1.417], [-2.113, -1.586, 1.864], [-1.214, -2.476, 2.241], [-0.229, -3.025, 2.473], [-0.197, -0.183, 1.202], [0.233, 1.243, 1.219], [0.303, 2.426, 1.548], [0.465, 3.634, 1.896], [0.392, 0.342, -0.017], [1.778, 0.024, -0.386], [1.823, -1.273, -1.206], [0.946, -1.080, -2.456], [-0.432, -0.471, -2.188], [-0.396, 0.766, -1.212], [-2.977, -1.742, 2.360], [0.195, -0.958, 1.832], [1.377, 3.992, 2.207], [-0.071, 4.456, 1.693], [2.399, 0.010, 0.633], [2.336, 0.666, -1.083], [1.212, -2.088, -0.562], [2.700, -1.688, -1.609], [1.381, -0.461, -3.234], [1.025, -1.974, -3.017], [-0.906, -0.319, -3.243], [-0.991, -1.361, -1.635], [0.016, 1.447, -1.911], [-1.447, 0.948, -1.207]],
  "total_charge": 1,
  "smiles": "[H]/N=C(\\NC#N)[C@@H]1C(=C=[NH2+])C12CCCCC2",
  "homo_lumo_gap_ha": 0.3436,
  "multiplicity": 1
}

***

Entry ii
{
  "formula": "C11H15N4",
  "method": "ωB97M-V with the def2-TZVPD basis set",
  "elements": ["C", "C", "C", "C", "C", "C", "C", "C", "C", "C", "C", "N", "N", "N", "N", "H", "H", "H", "H", "H", "H", "H", "H", "H", "H", "H", "H", "H", "H", "H"],
  "coordinates": [[-3.946, 0.414, 0.689], [-3.676, -0.862, 0.038], [-3.078, 1.387, 0.580], [-2.458, -1.040, -0.652], [-1.749, 1.118, 0.012], [-1.427, -0.100, -0.579], [3.081, 0.418, 0.029], [-0.806, 2.136, 0.112], [0.316, -1.886, -0.255], [1.339, -1.267, 0.739], [-0.105, -0.597, -1.054], [3.255, 1.368, -0.933], [1.850, -0.141, -0.035], [4.000, 0.105, 0.907], [1.041, 0.270, -1.064], [-4.926, 0.318, 1.139], [-4.340, -1.828, 0.069], [-3.280, 2.437, 0.851], [-2.366, -1.979, -1.114], [0.106, 1.788, -0.489], [-1.081, 3.156, 0.416], [0.793, -2.634, -0.813], [-0.504, -2.458, 0.224], [0.941, -0.951, 1.660], [2.166, -1.981, 0.930], [-0.105, -0.924, -2.147], [3.943, 2.055, -0.645], [4.870, 0.622, 1.028], [3.805, -0.590, 1.592], [2.341, 1.647, -1.236]],
  "total_charge": 1,
  "homo_lumo_gap_ha": [0.3231, 0.1962],
  "multiplicity": 1
}

***

Least stable of them? entry i.

***

Entry i
{
  "formula": "C3H15NO4",
  "method": "ωB97M-V with the def2-TZVPD basis set",
  "elements": ["C", "C", "N", "C", "O", "H", "H", "H", "H", "H", "H", "H", "H", "H", "O", "H", "H", "O", "H", "H", "O", "H", "H"],
  "coordinates": [[-0.572, 3.179, 0.663], [-0.492, 1.740, 0.241], [-1.574, 1.472, -0.735], [-0.585, 0.842, 1.475], [-0.911, -0.502, 1.214], [-0.504, 3.882, -0.173], [-1.495, 3.454, 1.184], [0.244, 3.473, 1.325], [0.405, 1.546, -0.335], [-2.469, 1.397, -0.261], [-1.468, 0.503, -1.047], [0.348, 0.897, 2.023], [-1.315, 1.188, 2.210], [-0.315, -0.875, 0.549], [-0.648, -2.477, -3.185], [-0.832, -2.926, -2.355], [-0.585, -3.145, -3.873], [-0.607, -3.862, 2.285], [-0.845, -2.989, 2.616], [-0.394, -4.393, 3.057], [4.884, -1.174, -2.148], [5.437, -0.780, -2.831], [4.292, -0.452, -1.898]],
  "smiles": "C[C@H](N)CO.O.O.O",
  "homo_lumo_gap_ha": 0.3644,
  "multiplicity": 1
}

***

Entry ii
{
  "formula": "C3H15NO4",
  "method": "ωB97M-V with the def2-TZVPD basis set",
  "elements": ["C", "C", "C", "N", "H", "H", "H", "H", "H", "H", "H", "O", "H", "H", "O", "H", "H", "O", "H", "H", "O", "H", "H"],
  "coordinates": [[0.170, 3.206, 1.302], [-0.841, 2.464, 1.727], [-0.598, 0.969, 1.880], [-1.205, 0.053, 0.906], [0.073, 4.271, 1.134], [1.079, 2.743, 0.956], [-1.854, 2.830, 1.832], [0.463, 0.741, 1.795], [-0.818, 0.629, 2.899], [-1.279, 0.462, -0.013], [-2.121, -0.328, 1.127], [3.021, -2.111, -1.305], [3.823, -2.035, -0.779], [2.294, -2.331, -0.719], [-0.010, -0.300, -3.087], [-0.001, -0.946, -3.814], [0.640, -0.607, -2.426], [-2.537, -0.379, -1.512], [-3.062, -0.196, -2.279], [-1.663, -0.191, -1.848], [1.565, -2.287, 1.296], [1.118, -3.113, 1.155], [0.830, -1.691, 1.516]],
  "smiles": "C=CCN.O.O.O.O",
  "homo_lumo_gap_ha": 0.3572,
  "multiplicity": 1
}

***

Least stable of them? entry ii.

***

Entry i
{
  "formula": "ClH3NPS",
  "method": "ωB97M-V with the def2-TZVPD basis set",
  "elements": ["N", "P", "S", "Cl", "H", "H", "H"],
  "coordinates": [[0.399, -0.108, -0.718], [-0.921, 0.416, 0.255], [1.784, -0.276, 0.273], [-2.459, -0.213, -0.889], [0.744, 0.487, -1.463], [-0.758, -0.758, 1.130], [1.210, 0.453, 1.412]],
  "homo_lumo_gap_ha": 0.3453,
  "multiplicity": 1
}

***

Entry ii
{
  "formula": "ClH3NPS",
  "method": "ωB97M-V with the def2-TZVPD basis set",
  "elements": ["H", "N", "P", "H", "S", "Cl", "H"],
  "coordinates": [[0.473, -0.531, -1.155], [0.350, 0.448, -0.965], [-0.575, 1.367, -1.756], [-0.532, 2.559, -1.026], [0.967, -2.102, 1.143], [1.797, -3.830, 1.791], [-0.345, -2.180, 1.790]],
  "smiles": "[H]/N=P/[H].SCl",
  "homo_lumo_gap_ha": 0.3223,
  "multiplicity": 1
}

***

Least stable of them? entry ii.

***

Entry i
{
  "formula": "C2H12N2O4",
  "method": "ωB97M-V with the def2-TZVPD basis set",
  "elements": ["C", "N", "C", "N", "O", "H", "H", "H", "H", "H", "H", "O", "H", "H", "O", "H", "H", "O", "H", "H"],
  "coordinates": [[-0.878, -1.048, 2.325], [-0.494, -1.549, 0.924], [0.722, -1.232, 0.293], [0.801, -1.735, -1.005], [1.638, -0.754, 0.944], [-0.295, -1.573, 2.908], [-1.910, -1.435, 2.306], [-0.968, 0.041, 2.366], [-1.333, -1.528, 0.344], [0.393, -2.625, -1.353], [1.782, -1.678, -1.424], [2.218, 1.638, 0.051], [1.805, 1.007, 0.462], [3.047, 1.267, -0.249], [-0.062, 2.317, -1.569], [-0.372, 1.550, -1.966], [0.867, 2.381, -1.767], [-2.618, 1.651, -1.432], [-2.316, 0.859, -0.969], [-2.026, 2.444, -1.187]],
  "smiles": "CNC(N)=O.O.O.O",
  "homo_lumo_gap_ha": 0.3931,
  "multiplicity": 1
}

***

Entry ii
{
  "formula": "C2H12N2O4",
  "method": "ωB97M-V with the def2-TZVPD basis set",
  "elements": ["C", "N", "C", "N", "O", "H", "H", "H", "H", "H", "H", "O", "H", "H", "O", "H", "H", "O", "H", "H"],
  "coordinates": [[1.669, 0.488, 1.619], [0.815, 1.445, 0.933], [-0.532, 1.234, 1.015], [-1.334, 2.066, 0.249], [-1.004, 0.311, 1.654], [1.351, 0.270, 2.643], [2.672, 0.888, 1.698], [1.669, -0.462, 1.091], [1.247, 2.337, 0.774], [-0.911, 2.714, -0.400], [-2.174, 1.607, -0.067], [-1.392, -2.229, 0.456], [-1.814, -2.780, 1.138], [-1.736, -1.341, 0.668], [-1.033, -2.155, -2.316], [-1.447, -2.460, -1.491], [-0.337, -1.601, -1.946], [1.744, -0.084, -2.785], [1.459, 0.538, -2.109], [1.089, -0.785, -2.824]],
  "smiles": "CNC(N)=O.O.O.O",
  "homo_lumo_gap_ha": 0.3893,
  "multiplicity": 1
}

***

Least stable of them? entry i.

***

Entry i
{
  "formula": "C4H12N2O2",
  "method": "ωB97M-V with the def2-TZVPD basis set",
  "elements": ["C", "N", "C", "O", "C", "N", "C", "O", "H", "H", "H", "H", "H", "H", "H", "H", "H", "H", "H", "H"],
  "coordinates": [[-1.538, -0.824, 0.292], [-0.492, -1.771, 0.828], [0.393, -1.005, 1.644], [-0.510, 1.952, 1.522], [-0.890, -0.001, -0.823], [0.368, -0.549, -1.445], [1.037, 0.714, -1.721], [1.548, 1.380, -0.613], [-2.433, -1.436, -0.072], [-2.058, -0.195, 1.169], [-0.867, -2.585, 1.304], [1.433, -0.970, 1.144], [0.658, -1.625, 2.559], [-0.053, -0.022, 1.836], [-1.620, 0.075, -1.613], [-0.710, 0.930, -0.286], [0.970, -1.162, -0.856], [0.343, 1.310, -2.278], [2.034, 0.408, -2.261], [0.862, 1.558, 0.040]],
  "total_charge": 1,
  "s2": 1.756,
  "homo_lumo_gap_ha": [0.1838, 0.2643],
  "multiplicity": 2
}

***

Entry ii
{
  "formula": "C4H12N2O2",
  "method": "ωB97M-V with the def2-TZVPD basis set",
  "elements": ["N", "C", "C", "N", "H", "H", "H", "H", "H", "H", "H", "H", "H", "O", "C", "O", "C", "H", "H", "H"],
  "coordinates": [[-0.419, -0.074, 1.376], [0.112, -1.248, 0.628], [1.626, -1.234, 0.545], [2.052, -2.451, -0.175], [0.110, 0.022, 2.242], [-0.120, 0.984, 0.306], [-1.374, -0.253, 1.660], [-0.288, -2.196, 0.992], [-0.253, -1.199, -0.406], [1.909, -0.365, -0.063], [2.125, -1.179, 1.509], [1.885, -2.310, -1.168], [3.058, -2.543, -0.099], [-0.325, 2.430, -2.401], [-0.667, 2.043, -1.285], [0.209, 1.696, -0.413], [-2.146, 1.997, -0.881], [-2.163, 2.002, 0.203], [-2.718, 2.803, -1.334], [-2.613, 1.075, -1.237]],
  "total_charge": 1,
  "s2": 0.755,
  "homo_lumo_gap_ha": [0.3212, 0.1357],
  "multiplicity": 2
}

***

Least stable of them? entry i.